1.
65
Properties=species:S:1:pos:R:3:forces:R:3:lowdin_charge:R:1 method="wB97M-V/def2-TZVPD" total_charge=-1 total_energy_ev=-31610.194 largest_force_ev_per_a=1.57 e_lumo_ev=2.30 e_homo_ev=-1.14
C -0.44963 1.59241 -2.66942 -0.421 -0.479 0.189 -0.254
C -1.47766 0.91969 -1.69719 1.013 -0.170 -1.182 -0.381
C -1.07436 -0.55470 -1.27374 -0.895 1.008 0.297 -0.238
C -1.30532 -0.79113 0.24279 0.695 -0.065 -0.706 -0.243
C -0.27252 -1.71102 0.91717 -1.254 -0.658 0.099 -0.277
C -0.34616 -3.20129 0.49021 0.985 0.586 0.017 -0.122
H -0.55674 1.04437 -3.63564 0.139 0.202 0.163 -0.070
H 0.57211 1.32587 -2.30522 -0.211 0.184 -0.058 -0.068
H -2.42409 0.85903 -2.25391 -0.066 0.167 0.322 0.064
H -1.64029 1.55851 -0.81642 -0.013 -0.254 0.125 0.051
H -0.03852 -0.68972 -1.59075 0.055 -0.071 0.297 0.078
H -1.69850 -1.20895 -1.89925 0.256 -0.253 0.263 0.088
H -1.23373 0.18256 0.74209 -0.066 -0.058 -0.064 0.089
H -2.33596 -1.14070 0.37926 0.159 -0.139 0.282 0.101
H -0.48530 -1.68658 1.99566 0.301 0.106 -0.050 0.090
H 0.73746 -1.33480 0.73792 -0.056 0.068 0.077 0.097
H 0.24384 -3.34702 -0.42148 -0.265 -0.047 -0.064 0.060
H -1.35683 -3.56865 0.31205 -0.020 0.089 0.163 0.065
H 0.15639 -3.78851 1.26984 -0.288 -0.197 -0.140 0.046
C -1.43228 5.73222 -0.46180 -0.044 0.139 -0.235 -0.128
O -1.86220 6.04465 -1.76640 -0.330 0.011 0.188 -0.220
C -1.59331 4.99804 -2.70542 -0.229 0.112 0.031 -0.199
C -2.72446 4.85531 -3.70643 0.219 -0.018 -0.012 -0.177
O -3.92585 4.28401 -3.18520 -0.205 0.210 -0.018 -0.125
C -4.70783 5.05236 -2.28719 0.122 -0.190 -0.107 -0.190
C -5.42431 6.24259 -2.90662 0.218 0.116 0.307 -0.202
O -4.52888 7.30530 -3.19996 0.044 -0.148 -0.326 -0.198
C -4.84420 7.98759 -4.39042 0.122 -0.006 0.270 -0.127
H -0.34453 5.83204 -0.38042 0.045 -0.141 0.132 0.083
H -1.90627 6.43637 0.22475 0.039 0.075 -0.029 0.077
H -1.73220 4.71868 -0.17831 0.111 -0.054 0.015 0.085
H -1.44020 4.03503 -2.20602 0.160 -0.075 -0.167 0.074
H -0.67283 5.25618 -3.24107 0.017 -0.238 -0.076 0.117
H -2.38435 4.15103 -4.46766 0.009 -0.137 0.148 0.121
H -2.93112 5.79638 -4.21933 -0.040 0.173 0.148 0.107
H -4.12880 5.34625 -1.41160 0.079 0.251 -0.045 0.116
H -5.48171 4.36423 -1.93408 -0.036 -0.004 -0.053 0.124
H -6.16197 6.62608 -2.18836 -0.160 -0.176 -0.013 0.120
H -5.95104 5.91413 -3.80892 0.038 -0.005 -0.055 0.119
H -5.02488 7.28772 -5.21329 -0.077 0.018 -0.024 0.084
H -3.98680 8.60649 -4.65425 -0.017 0.038 0.063 0.086
H -5.71934 8.63272 -4.24873 -0.083 0.004 -0.152 0.082
C 4.19992 -4.83668 0.22909 0.178 0.062 0.131 -0.107
O 4.52772 -4.54107 1.57230 -0.289 -0.283 -0.041 -0.201
C 3.71118 -3.52884 2.13991 0.201 -0.079 0.139 -0.190
C 3.38572 -3.83283 3.59224 -0.052 0.114 -0.024 -0.175
O 2.46284 -4.89975 3.78920 0.098 -0.050 0.016 -0.125
C 2.89478 -6.22681 3.51863 -0.097 0.033 0.040 -0.181
C 3.91580 -6.78187 4.49766 0.173 -0.018 -0.344 -0.199
O 5.19740 -6.20289 4.30121 -0.140 0.302 0.216 -0.199
C 5.90447 -5.98832 5.50274 0.026 -0.062 -0.255 -0.119
H 4.57497 -4.05565 -0.43956 -0.122 -0.006 -0.112 0.090
H 4.67482 -5.78286 -0.02942 0.077 0.036 0.027 0.085
H 3.11889 -4.94836 0.10020 -0.017 0.065 -0.051 0.085
H 2.77396 -3.42012 1.58386 0.009 -0.014 -0.023 0.114
H 4.26485 -2.58358 2.08418 -0.194 0.139 0.080 0.129
H 2.88740 -2.95034 4.00076 -0.087 -0.036 -0.046 0.128
H 4.28945 -3.98047 4.18294 0.156 -0.126 -0.136 0.113
H 3.23277 -6.32903 2.48790 0.247 0.029 0.016 0.116
H 1.99377 -6.83839 3.61412 -0.018 0.037 0.067 0.127
H 4.01386 -7.86248 4.33218 -0.214 -0.067 0.085 0.125
H 3.56234 -6.61417 5.52027 0.005 0.051 0.022 0.122
H 5.27666 -5.49127 6.24987 -0.005 -0.058 0.058 0.086
H 6.74705 -5.33477 5.27892 0.022 -0.064 -0.048 0.087
H 6.28455 -6.93423 5.90350 -0.007 0.022 0.160 0.085


2.
65
Properties=species:S:1:pos:R:3:forces:R:3:mulliken_spin:R:1 method="wB97M-V/def2-TZVPD" total_charge=+3 de_lowest_kcal_mol=75.7 total_energy_ev=-91577.863 largest_force_ev_per_a=10.67 s_squared=0.797 e_lumo_ev="-9.72 / -10.83" e_homo_ev="-15.98 / -15.98" multiplicity=2
Yb 0.90487 -1.74843 -2.92878 -1.468 0.825 10.535 0.108
P -0.08698 1.85605 1.12085 -0.533 0.527 0.063 0.000
P -3.34950 -0.93094 -1.39747 -0.848 -0.033 -0.596 0.013
P 4.21786 0.98415 -0.16847 -0.179 -0.822 1.761 0.000
H 2.48647 -0.68656 -5.57723 -0.420 -0.024 0.269 0.014
C 1.87033 -1.05366 -4.73949 1.838 2.158 -2.551 0.018
C 1.73024 -2.56618 -4.75553 1.941 -2.946 -3.074 0.006
H 2.18187 -2.97059 -5.65841 0.176 -0.221 0.202 -0.005
C -0.75740 3.21542 0.06595 0.244 -0.101 -0.207 0.000
C -1.66547 1.25430 1.86120 0.118 -0.460 0.115 0.001
C 0.55475 2.86120 2.52894 0.381 -0.344 -0.018 0.000
C -4.03694 -2.57169 -1.90060 0.333 -0.316 0.111 -0.003
C -4.30116 -0.68127 0.15662 0.459 0.088 0.630 0.004
C -4.34984 0.15741 -2.50113 0.236 0.379 -0.182 0.001
C 4.75599 -0.00629 -1.54187 0.355 0.177 -0.575 -0.006
C 5.58437 1.61326 0.79027 0.474 0.740 -0.846 0.000
C 3.05971 2.22278 -0.73331 -0.112 0.384 -0.286 -0.001
H 2.33345 -0.50609 -3.85604 -0.065 -0.347 -0.666 0.027
H 2.11355 -3.15624 -3.88272 0.278 -0.261 -1.032 -0.003
H -1.05944 4.08476 0.66896 0.052 -0.269 -0.271 0.000
H -1.61580 2.83981 -0.50618 0.190 0.154 0.114 0.000
H 0.02414 3.50370 -0.65154 -0.281 0.229 0.156 0.000
H -1.87568 1.77009 2.80838 -0.045 -0.178 -0.322 0.000
H -1.55044 0.17834 2.06129 -0.315 0.319 0.108 0.000
H -2.50321 1.40451 1.16546 0.304 -0.069 0.237 0.000
H -0.27258 3.22721 3.15223 0.343 0.043 -0.205 0.000
H 1.15323 3.70116 2.15064 -0.168 -0.136 0.165 0.000
H 1.20980 2.21649 3.13104 -0.178 0.310 0.104 0.000
H -4.93314 -2.80324 -1.30710 0.228 -0.022 -0.426 0.000
H -3.27447 -3.33789 -1.69408 -0.374 -0.029 -0.102 0.000
H -4.27616 -2.58831 -2.97392 0.049 -0.072 0.386 0.001
H -4.93912 0.20568 0.06749 0.187 -0.222 0.131 0.000
H -3.60103 -0.52974 0.98671 -0.394 -0.073 -0.016 0.000
H -4.92355 -1.55687 0.37125 0.113 0.266 0.004 0.001
H -5.25164 0.51343 -1.98713 0.195 -0.146 -0.330 0.001
H -4.63268 -0.36846 -3.42152 -0.045 0.187 0.215 0.001
H -3.73147 1.02609 -2.76354 -0.364 0.001 -0.016 0.000
H 5.17363 0.68333 -2.28719 0.053 -0.227 0.000 0.000
H 3.90457 -0.53942 -2.00000 0.430 0.110 0.339 0.006
H 5.55289 -0.68883 -1.21220 -0.357 0.034 -0.182 0.000
H 6.17898 2.24801 0.13174 0.355 0.050 0.102 0.000
H 6.18979 0.76586 1.15316 -0.304 0.409 -0.032 0.000
H 5.21131 2.25557 1.59905 0.031 -0.416 -0.048 0.000
H 3.58462 2.79899 -1.51090 -0.056 -0.035 0.189 0.000
H 2.76606 2.91864 0.06938 0.084 -0.386 -0.227 0.000
H 2.16140 1.77540 -1.19155 0.342 0.092 0.396 0.001
C 0.37806 -1.03193 -4.87819 -1.516 3.154 -0.959 0.165
C -0.63868 -0.10266 -4.84140 1.474 0.058 -0.211 0.001
C -1.92535 -0.62570 -4.74574 -0.587 0.204 0.423 0.208
C -2.16737 -1.94744 -5.11684 -0.154 -0.177 -0.763 -0.066
C -1.12592 -2.75242 -5.56114 -0.233 -1.797 0.874 0.296
C 0.16503 -2.47944 -4.83066 -1.510 -1.641 -1.625 0.026
S 3.45767 -0.33900 1.28026 0.780 -0.757 -0.853 0.000
H 2.44822 0.45332 1.41846 -1.668 0.881 0.393 0.000
H -0.42257 0.96223 -4.92687 -0.195 -0.151 0.226 0.003
H -2.74125 -0.00460 -4.41557 -0.074 0.143 -0.240 0.048
H -3.22541 -2.26658 -5.10809 0.833 -0.084 -0.505 0.009
H -1.31801 -3.77618 -5.85667 -0.096 0.079 -0.398 -0.002
H -0.10178 -3.16968 -3.90668 -0.683 0.875 -0.422 0.116
C -0.48204 -2.27506 0.23595 -0.400 -0.190 0.594 0.006
O 0.69719 -2.34523 -0.62262 0.691 -0.287 -0.019 0.009
H -1.35753 -2.10027 -0.41490 0.626 -0.048 0.416 -0.003
H -0.35698 -1.44268 0.94604 -0.100 -0.248 -0.376 0.000
H -0.59423 -3.21971 0.79578 0.068 0.381 -0.363 0.000
H 1.43916 -2.68962 -0.08334 -0.543 0.278 -0.314 0.000


3.
66
Properties=species:S:1:pos:R:3:forces:R:3:lowdin_charge:R:1 method="wB97M-V/def2-TZVPD" total_charge=-1 total_energy_ev=-104850.591 largest_force_ev_per_a=0.26 e_lumo_ev=2.49 e_homo_ev=-5.35
C 4.34306 -2.25397 0.40941 -0.124 -0.047 -0.028 -0.097
O 4.39822 -0.84960 0.23928 0.173 0.085 0.107 -0.231
C 3.23070 -0.21096 -0.26956 -0.073 -0.111 -0.062 -0.224
C 2.61419 0.71839 0.76131 -0.010 -0.083 0.008 -0.181
C 1.42513 1.49007 0.16494 0.061 0.039 -0.021 -0.203
C 0.07547 0.90975 0.58181 -0.097 0.017 -0.113 -0.228
C -0.28137 1.20637 2.03545 -0.086 0.129 0.076 -0.227
C -1.33911 0.27574 2.63348 -0.028 -0.024 -0.088 -0.221
C -2.74780 0.44815 2.02325 -0.032 0.009 -0.046 -0.294
C -3.35831 -0.83196 1.42430 -0.091 0.098 0.137 -0.305
Al -2.81132 -1.51500 -0.36469 0.182 -0.106 0.125 -0.055
Br -3.33696 0.30562 -1.87291 0.015 0.145 -0.081 0.221
C -3.86418 -3.10475 -1.02001 -0.085 -0.010 -0.054 -0.249
C -4.44888 -4.04775 0.00146 -0.009 -0.057 0.104 -0.474
C -3.41582 -4.68417 0.91016 0.022 0.009 -0.009 -0.065
F -5.36134 -3.34678 0.83563 0.021 -0.023 -0.035 -0.076
H 3.30977 -2.61152 0.38855 0.041 0.010 0.045 0.088
H 4.78322 -2.50616 1.37581 0.012 0.000 -0.041 0.086
H 4.90890 -2.76188 -0.37766 -0.021 0.034 0.018 0.087
H 3.50983 0.35346 -1.16574 0.052 -0.011 0.050 0.124
H 2.50215 -0.96949 -0.57659 -0.012 0.079 -0.033 0.125
H 3.39957 1.37621 1.14435 -0.036 0.044 -0.085 0.110
H 2.27272 0.11578 1.60910 0.060 0.035 0.009 0.110
H 1.49695 1.46174 -0.92834 0.016 0.046 0.030 0.107
H 1.48518 2.54833 0.44088 -0.061 -0.051 0.034 0.108
H 0.07593 -0.16916 0.40866 0.060 -0.059 0.029 0.072
H -0.70550 1.29591 -0.08066 -0.002 -0.046 0.055 0.093
H 0.62264 1.18261 2.65723 -0.016 -0.081 -0.041 0.098
H -0.65774 2.23710 2.09323 0.081 -0.017 0.063 0.112
H -1.02442 -0.76760 2.50890 0.064 0.068 -0.037 0.104
H -1.37346 0.45952 3.71268 -0.052 -0.060 -0.019 0.096
H -2.70560 1.23595 1.26033 -0.033 -0.085 -0.024 0.078
H -3.41794 0.83712 2.80026 0.067 0.042 0.006 0.090
H -3.29367 -1.63880 2.16950 0.018 0.037 0.003 0.044
H -4.43897 -0.66744 1.30464 0.024 -0.045 -0.020 0.049
H -1.23140 -1.81791 -0.57109 0.013 0.011 0.019 -0.073
H -4.66274 -2.77248 -1.69350 0.021 -0.003 0.022 0.048
H -3.17325 -3.69522 -1.63727 -0.029 0.049 -0.020 0.054
H -5.06274 -4.83729 -0.45250 0.006 0.038 -0.022 0.121
H -2.86476 -3.91145 1.45056 -0.005 -0.022 -0.029 0.063
H -3.88689 -5.35143 1.63526 -0.001 0.026 -0.018 0.072
H -2.70530 -5.25970 0.31254 -0.013 0.015 0.024 0.080
C -5.20132 4.42696 -2.85245 0.007 -0.016 0.026 -0.067
C -5.73595 3.28307 -3.70152 -0.011 -0.020 -0.070 -0.516
C -6.63852 2.35783 -2.90001 0.004 -0.021 0.013 -0.070
O -4.67028 2.55747 -4.30275 -0.008 0.196 0.109 -0.083
H -4.61096 4.02702 -2.02338 0.000 0.006 -0.004 0.081
H -4.56308 5.07934 -3.44899 0.007 -0.003 0.003 0.073
H -6.01668 5.01933 -2.43159 -0.003 0.005 -0.005 0.072
H -6.29746 3.69558 -4.54579 -0.009 0.007 0.022 0.129
H -6.07641 1.90016 -2.08258 -0.004 0.007 -0.002 0.052
H -7.01562 1.55576 -3.53440 -0.004 0.002 -0.001 0.078
H -7.48546 2.90435 -2.47846 -0.005 0.002 -0.005 0.073
H -4.13297 2.19933 -3.58126 0.031 -0.244 -0.096 -0.016
C 7.94861 -0.08817 2.05102 -0.015 0.014 0.000 -0.062
C 8.20828 -0.13607 0.55271 0.002 -0.065 -0.026 -0.509
C 8.23553 1.25510 -0.06219 -0.014 0.009 0.010 -0.063
O 7.25526 -0.96171 -0.09941 0.054 0.118 0.033 -0.061
H 6.97326 0.36628 2.24604 0.004 -0.006 0.006 0.081
H 7.94572 -1.09530 2.46765 -0.006 0.000 0.001 0.077
H 8.70860 0.50317 2.56568 0.004 -0.002 0.002 0.074
H 9.16897 -0.62658 0.37038 0.010 0.032 0.021 0.133
H 7.26952 1.74653 0.08406 0.007 0.004 -0.005 0.081
H 8.43048 1.19365 -1.13259 -0.009 0.001 -0.002 0.076
H 9.00450 1.87682 0.40074 0.006 0.000 -0.003 0.075
H 6.37335 -0.58233 0.04524 -0.140 -0.150 -0.065 0.055